230
Properties=species:S:1:pos:R:3:forces:R:3 method="wB97M-V/def2-TZVPD" e_lumo_ev=0.4 homo_lumo_gap_ha=0.309 smiles=CC1(C)CCCC(C)(C)N1O.CC1(C)CCCC(C)(C)N1O.CC1(C)CCCC(C)(C)N1O.CC1(C)CCCC(C)(C)N1O.CC1(C)CCCC(C)(C)N1O.CC1(C)CCCC(C)(C)N1O.CC1(C)CCCC(C)(C)N1O.OCCO.OCCO e_tot_ev=-104770.887 e_homo_ev=-7.979
C -0.83893 -0.77893 0.02568 0.138 0.424 1.426
C 0.31522 0.20436 0.30942 -0.632 -0.181 -1.467
O -0.13597 1.38224 0.94295 -0.073 -0.037 0.327
O -0.34086 -2.02350 -0.44484 -0.820 0.266 0.031
H -1.53764 -0.28657 -0.66310 0.213 -0.113 -0.267
H -1.43629 -0.96639 0.93063 0.210 0.135 0.141
H 0.57700 0.48460 -0.71718 0.607 0.336 0.203
H 1.20429 -0.19984 0.78990 -0.257 -0.399 0.118
H -0.11850 1.23164 1.89422 -0.073 0.004 -0.016
H -1.13286 -2.56061 -0.29066 0.508 -0.694 -0.280
C -4.25320 -3.13874 0.30150 0.039 0.213 -0.072
C -5.52729 -2.87634 1.16036 1.349 -0.217 -0.942
O -6.27124 -4.07281 1.31668 0.069 0.103 0.637
O -3.11747 -3.52900 1.09506 -0.395 0.237 0.228
H -3.96609 -2.20624 -0.18581 0.070 -0.043 -0.089
H -4.32530 -3.93567 -0.44084 -0.778 0.292 -0.288
H -6.20789 -2.10828 0.78725 0.422 0.191 -0.340
H -5.03775 -2.47437 2.05402 -0.762 -0.432 0.603
H -7.00868 -3.98576 0.71035 -0.111 -0.284 0.044
H -3.34615 -4.38777 1.47108 0.214 0.008 0.063
C -4.56688 -5.44879 -5.00609 -0.636 0.269 1.242
C -3.68316 -6.17828 -3.99245 0.413 -0.783 0.235
C -3.02519 -7.39200 -4.67200 1.147 -0.643 1.041
C -1.88522 -8.02782 -3.81358 -0.885 1.552 -0.958
C -0.80513 -7.00948 -3.42130 -0.225 -1.407 0.991
C -1.36245 -5.65343 -2.88337 0.194 0.418 -0.398
N -2.60543 -5.25036 -3.59220 0.575 -0.642 -0.713
O -3.11394 -4.03744 -3.02001 0.099 -0.519 -0.472
C -1.46938 -5.71167 -1.33996 -0.022 0.051 -0.577
C -0.31680 -4.55717 -3.22517 -0.507 -0.747 0.149
C -4.45019 -6.65133 -2.74650 -0.332 0.685 -0.148
H -5.15542 -4.69436 -4.47195 0.222 0.221 -0.052
H -5.35000 -6.10105 -5.39247 0.399 -0.227 -0.480
H -3.94795 -4.94519 -5.74549 -0.149 -0.268 -0.314
H -3.69603 -8.25058 -4.74471 -0.643 0.511 -0.454
H -2.57235 -7.18820 -5.64353 -0.370 0.362 -0.134
H -1.55477 -8.83009 -4.47162 0.536 -0.291 0.619
H -2.34416 -8.38555 -2.89240 0.141 -0.482 -0.105
H 0.07064 -6.97423 -4.07148 -0.615 0.624 -0.793
H -0.33094 -7.55619 -2.59372 0.081 0.621 0.417
H -0.44497 -5.62138 -0.97595 -0.032 -0.492 0.258
H -1.99251 -4.86042 -0.90228 -0.235 -0.012 -0.266
H -1.95541 -6.63865 -1.03848 0.193 -0.009 0.340
H 0.61058 -5.10441 -3.38424 0.416 0.573 0.332
H -0.58233 -4.07740 -4.16514 0.038 0.129 0.051
H -0.29020 -3.85280 -2.39714 0.428 0.297 -0.268
H -5.29625 -7.31588 -2.92776 0.026 0.022 -0.293
H -4.83182 -5.72805 -2.30224 -0.084 -0.218 0.359
H -3.78497 -7.14624 -2.04371 -0.034 0.073 0.042
H -3.08280 -3.50319 -3.82278 -0.126 0.470 0.394
C -6.87812 2.24443 -5.44347 0.940 1.527 0.188
C -6.09241 1.13419 -4.72218 -1.018 -0.686 -0.760
C -5.36383 0.44162 -5.88886 0.921 -1.349 1.197
C -4.24060 -0.51532 -5.46182 0.593 0.799 1.519
C -3.32208 0.17596 -4.42686 0.212 -0.421 -1.023
C -4.01529 0.89375 -3.27083 -1.395 0.005 0.933
N -5.14968 1.70853 -3.75399 0.524 0.233 -2.308
O -5.86920 2.38317 -2.75678 0.173 -0.214 0.605
C -4.55993 -0.15355 -2.24642 1.661 -0.392 -0.013
C -2.99614 1.81309 -2.63679 1.086 -0.181 0.670
C -7.13576 0.15338 -4.14545 -0.320 -0.457 1.486
H -7.26933 1.98548 -6.42639 -0.094 -0.560 0.173
H -6.11657 3.00796 -5.64942 -0.140 0.121 -0.092
H -7.65953 2.76886 -4.89241 -0.029 -0.406 0.317
H -6.08384 -0.23623 -6.34726 -0.252 0.739 -0.711
H -4.88307 1.17944 -6.53010 -0.434 0.028 -0.339
H -3.63056 -0.75167 -6.33282 -0.093 -0.381 0.031
H -4.53465 -1.42199 -4.92683 -0.700 -0.201 -0.677
H -2.64808 0.80598 -5.01506 -0.122 0.583 0.422
H -2.66032 -0.58358 -3.99906 0.013 0.049 0.175
H -4.97367 -0.98887 -2.80901 -0.406 -0.010 0.293
H -3.69492 -0.55370 -1.70318 0.105 -0.175 -0.221
H -5.18967 0.18586 -1.42594 -0.445 0.439 -0.547
H -2.18644 1.23181 -2.17890 -0.261 -0.315 0.117
H -2.41245 2.38796 -3.35879 -0.617 0.436 -0.174
H -3.38377 2.41967 -1.81718 -0.155 0.182 -0.226
H -6.91843 -0.92017 -4.13765 0.420 0.083 -0.666
H -8.12237 0.28822 -4.58737 0.100 -0.009 -0.227
H -7.28026 0.29815 -3.06844 -0.036 0.552 -0.105
H -5.49877 3.27280 -2.77920 -0.120 -0.020 -0.013
C 3.63680 -0.77860 2.28014 0.540 -0.494 -0.406
C 4.75731 -1.78313 1.91304 -0.169 -0.040 0.560
C 3.98264 -3.02545 1.43957 -0.047 -1.507 -0.629
C 4.75374 -4.01308 0.55072 0.688 1.353 0.389
C 5.30355 -3.20793 -0.65926 0.787 -1.694 1.881
C 6.28126 -2.14982 -0.14408 0.512 0.418 0.291
N 5.53740 -1.26925 0.79277 -1.244 -0.274 -1.634
O 6.20827 -0.08604 1.09631 0.806 0.221 0.814
C 7.58109 -2.71385 0.46627 0.130 -0.270 -0.997
C 6.70897 -1.29982 -1.34596 -0.939 -0.428 -1.217
C 5.63985 -2.06383 3.13101 0.351 -0.233 0.457
H 2.95339 -1.27881 2.96630 -0.039 0.090 0.041
H 3.13541 -0.61897 1.32626 -0.221 0.435 0.176
H 3.98097 0.15461 2.72158 0.125 -0.005 -0.092
H 3.68142 -3.66759 2.27282 -0.414 0.721 0.384
H 3.11385 -2.71627 0.85312 -0.186 0.115 0.295
H 4.23324 -4.93362 0.28761 -0.572 0.361 -0.209
H 5.55834 -4.38752 1.19608 0.376 0.061 -0.425
H 4.49690 -2.73965 -1.21673 0.019 -0.194 -0.274
H 5.88584 -3.97903 -1.16952 -0.096 0.524 -0.952
H 7.48605 -3.40837 1.29597 -0.093 0.445 0.310
H 8.11334 -3.29782 -0.29268 -0.105 0.077 -0.168
H 8.21265 -1.84219 0.63803 0.096 -0.205 0.678
H 7.27143 -0.39928 -1.11834 -0.112 0.016 0.060
H 7.23685 -1.85339 -2.12994 0.616 -0.375 0.670
H 5.81068 -1.12329 -1.95224 -0.145 0.910 0.470
H 6.46235 -2.73119 2.87838 0.072 0.133 -0.048
H 5.15138 -2.54563 3.98294 -0.481 0.084 -0.233
H 6.05594 -1.13416 3.52280 0.119 0.023 -0.192
H 5.95827 0.57546 0.44124 -0.349 -0.247 -0.040
C 2.73850 1.04130 -2.98088 -0.422 -0.965 0.943
C 1.85329 0.27702 -3.98189 -0.387 0.751 -0.298
C 0.57114 1.12005 -4.15163 -0.199 -1.040 -0.226
C 0.71331 2.44209 -4.88577 -0.091 0.325 0.168
C 1.19362 2.08365 -6.28250 -0.990 -0.049 -1.227
C 2.48200 1.27518 -6.28718 0.741 0.995 -0.315
N 2.44191 0.14353 -5.31723 -0.699 0.222 -1.813
O 3.72374 -0.45081 -5.31220 0.417 -0.006 0.737
C 2.73026 0.74711 -7.70549 -0.575 -1.256 -0.697
C 3.65063 2.25354 -6.03277 0.457 -0.421 1.593
C 1.51383 -1.15514 -3.50947 1.611 0.304 -0.176
H 2.75117 0.46724 -2.04643 0.495 -0.226 -0.127
H 2.24601 1.94294 -2.61536 0.459 0.520 -0.617
H 3.74597 1.13776 -3.37469 0.041 0.362 0.305
H -0.13535 0.58349 -4.79657 -0.022 -0.407 0.275
H 0.14003 1.12411 -3.14805 -0.158 0.559 -0.029
H 1.36026 3.18513 -4.41399 0.252 -0.245 0.124
H -0.27485 2.90896 -4.87567 -0.018 0.054 -0.345
H 1.27095 2.87713 -7.03734 0.724 0.715 0.813
H 0.40657 1.59031 -6.87544 -0.133 -0.905 0.827
H 2.72666 1.45978 -8.53346 0.186 0.656 0.569
H 3.66515 0.19218 -7.80224 0.103 0.150 0.201
H 1.94616 0.05708 -8.04380 -0.082 -0.152 0.469
H 3.64648 2.64515 -5.00888 -0.500 0.274 -0.131
H 4.58614 1.69139 -5.99278 0.069 0.106 -0.684
H 3.67767 3.09902 -6.71444 0.037 -0.178 -0.231
H 2.47165 -1.57160 -3.17657 -0.023 -0.181 -0.065
H 1.25371 -1.71879 -4.40386 -0.633 -0.169 0.288
H 0.87203 -1.26550 -2.63646 -0.467 0.262 -0.313
H 3.69844 -1.12803 -5.99529 -0.247 -0.091 0.117
C -2.03101 -2.68420 4.38628 -0.549 -0.699 -0.724
C -0.64434 -2.23093 4.86372 -0.307 1.298 -0.125
C -0.91426 -1.28045 6.05666 0.388 -0.438 -0.189
C 0.32237 -0.97584 6.89097 1.368 -0.624 0.463
C 1.10778 -2.29282 7.23231 -2.241 0.512 1.583
C 1.23894 -3.39010 6.18969 1.589 0.081 -0.721
N 0.07694 -3.38740 5.34202 -1.674 -0.496 0.505
O -0.03687 -4.50372 4.44749 1.295 1.268 0.454
C 2.56737 -3.07938 5.39256 -0.705 -0.545 -0.140
C 1.34437 -4.76008 6.88491 -0.068 0.741 0.348
C 0.06314 -1.40343 3.77521 0.844 0.161 -1.100
H -2.05598 -3.16448 3.40622 0.468 0.359 -0.182
H -2.76499 -1.87738 4.33970 0.268 0.276 0.073
H -2.48029 -3.47458 4.99278 0.341 0.237 0.579
H -1.38695 -0.37091 5.68526 -0.017 0.000 -0.047
H -1.66973 -1.84793 6.60523 0.166 0.342 0.669
H 0.07540 -0.51262 7.85033 -0.403 -0.263 0.067
H 1.08117 -0.25477 6.56991 -0.512 0.066 -1.189
H 0.44936 -2.67079 8.02617 0.249 -0.512 0.041
H 2.03172 -2.04078 7.75136 0.287 -0.179 -0.376
H 3.47955 -3.55643 5.75435 -0.206 -0.125 0.368
H 2.40980 -3.48369 4.38839 0.377 0.418 -0.251
H 2.75136 -2.00580 5.39466 -0.053 0.017 -0.432
H 1.39510 -5.63154 6.23787 0.214 0.219 -0.282
H 2.23716 -4.68188 7.50763 -0.068 -0.402 0.155
H 0.45683 -4.88177 7.50753 0.078 -0.057 0.114
H -0.41363 -0.46152 3.48274 -0.730 -0.259 0.244
H 0.20489 -1.95161 2.83684 -0.170 -0.213 0.042
H 1.06728 -1.03229 4.00433 0.022 -0.414 0.635
H 0.76187 -4.33344 3.92284 -0.273 -0.696 -0.610
C -0.05793 4.15186 -0.43173 -0.348 -0.324 1.574
C -0.82279 5.48452 -0.48034 -0.016 -1.462 -1.025
C -2.05933 5.30712 0.42600 0.070 0.518 0.156
C -2.61166 6.64044 0.90868 0.019 -0.847 0.641
C -1.52446 7.51272 1.54256 -1.337 0.996 -0.174
C -0.29301 7.72758 0.67936 1.127 0.524 -0.337
N 0.12825 6.48921 -0.01658 -0.794 -0.268 1.188
O 1.14230 6.66972 -0.97520 0.044 0.295 0.414
C -0.58002 8.84075 -0.37991 -0.359 -0.898 0.426
C 0.87285 8.12762 1.61417 0.828 0.260 -1.617
C -1.23363 5.59904 -1.97911 -0.150 0.317 -0.154
H 0.81690 4.12744 -1.07492 -0.169 -0.187 -0.231
H -0.73741 3.29670 -0.48156 0.066 0.011 -0.998
H 0.26772 3.99187 0.60214 0.410 0.372 -0.060
H -2.81515 4.75750 -0.13828 0.025 0.073 -0.124
H -1.87624 4.67233 1.29772 0.533 0.074 -0.019
H -3.35771 6.45121 1.68536 -0.153 0.015 -0.129
H -3.14780 7.10616 0.07927 0.261 0.464 0.056
H -1.27862 7.36333 2.59664 0.206 -1.323 -0.214
H -2.05422 8.46025 1.72281 0.437 0.418 -0.594
H -1.44143 8.47988 -0.94586 -0.177 0.358 -0.025
H -0.80205 9.79310 0.09621 0.014 0.040 -0.093
H 0.22023 8.96448 -1.10628 0.211 0.330 0.177
H 1.80301 8.02811 1.04219 -0.089 0.105 -0.167
H 0.81141 9.19656 1.82305 -0.141 -0.135 0.701
H 1.06152 7.45853 2.45072 -0.663 0.195 0.304
H -1.66219 6.54404 -2.32740 0.119 0.189 0.306
H -1.97640 4.84610 -2.25251 0.040 -0.148 0.303
H -0.35764 5.37949 -2.58897 0.007 0.191 -0.073
H 0.86546 7.42164 -1.51531 0.003 -0.139 -0.283
C 0.10067 5.14958 4.52581 0.798 -0.408 1.412
C 0.93464 3.95130 5.04057 -0.343 -1.901 -0.775
C 1.92153 3.65998 3.87937 1.221 -0.376 0.882
C 2.98743 2.62162 4.26279 -0.743 0.763 0.057
C 3.76684 3.16737 5.44833 -0.628 -0.399 -0.476
C 2.90117 3.51352 6.68163 1.783 1.262 -0.664
N 1.73158 4.26829 6.22097 0.557 0.906 -0.746
O 0.96989 4.84134 7.26576 -0.173 -0.424 0.003
C 2.64642 2.28888 7.51643 -1.620 -0.099 -0.133
C 3.81188 4.46348 7.48788 -0.939 0.000 1.579
C -0.02933 2.74087 5.27607 -0.085 0.617 -0.343
H -0.82864 5.24567 5.08621 0.004 0.221 -0.005
H -0.10835 5.04364 3.46518 0.073 0.113 -0.057
H 0.79208 5.96543 4.75314 -0.485 0.560 -0.514
H 1.46251 3.32025 2.95083 -0.466 0.384 0.085
H 2.52126 4.56298 3.72654 -0.491 0.297 -0.415
H 3.69418 2.55864 3.43362 -0.198 -0.599 -0.113
H 2.42852 1.70059 4.45320 0.631 -0.389 0.015
H 4.23576 4.08709 5.08960 0.095 0.027 0.125
H 4.56229 2.46074 5.69284 -0.005 0.124 0.412
H 3.55943 1.79152 7.82983 -0.020 -0.113 -0.085
H 2.02748 2.54671 8.38044 0.274 0.058 0.167
H 1.98196 1.66655 6.91092 0.475 -0.559 0.190
H 4.76146 3.99655 7.75072 0.066 -0.076 -0.319
H 3.97411 5.47045 7.10595 -0.020 -0.218 -0.567
H 3.30168 4.60794 8.44860 0.157 0.158 0.051
H -0.46997 2.50337 4.30327 -0.285 -0.085 0.102
H -0.81204 3.06567 5.96403 -0.110 -0.043 -0.085
H 0.37171 1.81742 5.69218 0.416 0.162 -0.125
H 1.01203 5.78247 7.06397 0.029 0.019 0.219